The following is a DFT calculation (the ωB97M-V functional and the def2-TZVPD basis) of a structure of composition C25H31MoN4O4SeTe.

```
67
Properties=species:S:1:pos:R:3:forces:R:3
Te 0.361604 1.264936 -1.534335 -0.122 0.037 -0.106
Mo -1.866127 -2.618166 -0.902015 0.892 0.618 -1.544
Se 0.109948 -4.222118 -0.313395 0.089 0.004 -0.006
O -3.099429 -1.380346 2.701248 -0.018 -0.012 0.023
O -4.608560 0.066165 -1.550843 -0.145 -0.112 -0.090
O -0.867771 -0.667279 -4.223533 0.031 -0.092 -0.049
O -3.718204 -1.993121 -1.281913 0.012 0.174 -0.008
N -3.062055 -4.023146 0.407913 0.115 0.034 0.141
N -1.611195 -6.647893 -0.723382 0.011 0.034 -0.007
N -2.177053 -1.398844 0.605591 -0.196 0.090 -0.040
N -1.072462 -1.781318 -2.245129 -1.068 -1.114 1.267
C 0.328665 5.246162 0.246446 -0.007 0.015 -0.031
C 0.936526 3.094630 -0.632900 0.141 -0.111 0.091
C 1.054736 -0.061436 -0.023679 0.044 0.023 0.018
C 1.966413 -1.881798 1.921268 -0.019 -0.015 -0.003
C 1.927499 -1.099941 -0.383608 0.090 0.000 0.030
C 1.099259 -0.850835 2.252782 -0.017 0.000 0.006
C -0.981042 -1.719396 -3.660769 0.211 0.268 0.119
C 2.374185 -1.981832 0.600495 -0.034 -0.023 -0.013
C 2.592821 4.518177 0.362732 0.025 -0.036 -0.006
C 2.432306 -2.864901 2.960174 -0.013 0.014 -0.023
C 2.271003 3.321211 -0.277382 -0.051 0.121 0.016
C -2.652611 -3.528339 1.757861 -0.053 0.001 0.044
C -1.485618 3.869677 -0.772641 0.006 0.045 0.006
C -2.651689 -2.000286 1.766187 0.108 0.037 -0.042
C -3.862932 -0.681002 -0.994655 0.151 0.131 0.277
C -0.914288 -5.735349 -0.592981 0.016 -0.006 0.017
C -0.042517 4.068096 -0.387415 -0.003 -0.013 0.011
C -2.936762 -0.228935 0.155285 -0.117 -0.138 -0.016
C 1.640343 5.484417 0.640410 -0.002 0.023 0.004
C 0.634194 0.062111 1.311050 0.011 0.010 0.024
C 3.375380 2.340913 -0.562946 -0.044 -0.017 -0.011
C -0.318317 1.117107 1.814938 0.018 -0.015 -0.018
C -1.042617 -3.069146 -4.324695 0.030 0.054 0.068
C 2.007640 6.764210 1.341861 -0.007 -0.019 -0.020
C 2.430677 -1.343226 -1.784222 -0.044 -0.028 0.023
H 2.821383 -2.351946 3.840438 -0.002 -0.006 0.005
H -3.331737 -3.861637 2.539810 -0.021 -0.010 -0.014
H 3.331875 1.482251 0.109505 -0.012 -0.025 0.016
H 3.626176 4.697557 0.641120 -0.008 0.001 0.004
H 1.605376 -3.499072 3.288728 0.016 -0.001 0.005
H 3.471162 -1.668207 -1.758491 -0.006 -0.019 -0.001
H 1.512158 6.830532 2.312295 0.005 0.006 -0.001
H -0.428192 6.000950 0.434444 0.002 -0.005 0.004
H -1.266536 0.655025 2.100792 0.033 0.016 0.033
H 0.090627 1.592569 2.707562 0.006 0.023 -0.008
H -3.547027 0.153891 0.972961 0.040 0.089 -0.004
H -2.042241 4.797873 -0.649216 -0.007 -0.006 0.018
H -1.960097 3.104950 -0.151146 0.001 0.003 -0.026
H -0.516333 1.896305 1.085151 0.001 -0.036 0.028
H 3.299810 1.955532 -1.581510 0.007 -0.004 0.005
H 1.700126 7.632862 0.757561 0.000 0.001 0.006
H -1.653978 -3.907365 1.972687 0.017 0.014 -0.009
H -2.281156 0.562303 -0.207879 0.017 -0.037 -0.078
H 1.853555 -2.144364 -2.258194 -0.011 0.034 -0.022
H -1.921286 -3.615099 -3.974587 -0.026 -0.029 -0.051
H -4.051891 -3.848085 0.257642 0.002 0.007 -0.039
H 0.769831 -0.743941 3.282436 -0.005 0.000 -0.008
H -1.082557 -2.947193 -5.402983 -0.016 -0.001 -0.011
H 3.214322 -3.513319 2.566644 0.000 0.002 0.008
H -1.591273 3.547332 -1.808062 -0.023 0.017 -0.010
H 3.082505 6.828555 1.506298 -0.003 0.003 0.004
H -0.158315 -3.645093 -4.043836 -0.009 -0.002 0.008
H 3.068806 -2.766346 0.317237 -0.006 -0.012 -0.001
H -2.889776 -5.023212 0.325773 -0.042 -0.010 -0.008
H 2.355998 -0.461596 -2.415697 0.010 0.018 -0.006
H 4.346737 2.818832 -0.441285 0.002 -0.010 0.001
```
Forces are in eV/Å.

Computed properties:
Gap between HOMO and LUMO (alpha / beta) (Ha): 0.20731 / 0.21694
Energy relative to the best compared isomer or geometry (same formula, charge and spin) (kcal per mole): 34.7
Charge: 0
Largest force on an atom (eV/A): 2.00
Spin multiplicity: 2
LUMO energy (alpha / beta) (hartree): -0.073 / -0.063

Partial charges, natural (NBO), in e:
1 Te 0.53
2 Mo 1.43
3 Se -0.02
4 O -0.56
5 O -0.55
6 O -0.49
7 O -0.73
8 N -0.83
9 N -0.40
10 N -0.60
11 N -0.50
12 C -0.23
13 C -0.27
14 C -0.28
15 C 0.09
16 C -0.02
17 C -0.26
18 C 0.66
19 C -0.28
20 C -0.18
21 C -0.65
22 C -0.03
23 C -0.34
24 C -0.64
25 C 0.66
26 C 0.77
27 C 0.00
28 C -0.01
29 C -0.39
30 C -0.01
31 C 0.00
32 C -0.64
33 C -0.65
34 C -0.72
35 C -0.63
36 C -0.65
37 H 0.22
38 H 0.24
39 H 0.23
40 H 0.20
41 H 0.22
42 H 0.22
43 H 0.22
44 H 0.21
45 H 0.23
46 H 0.23
47 H 0.26
48 H 0.22
49 H 0.22
50 H 0.23
51 H 0.23
52 H 0.22
53 H 0.25
54 H 0.26
55 H 0.22
56 H 0.23
57 H 0.42
58 H 0.21
59 H 0.25
60 H 0.22
61 H 0.22
62 H 0.21
63 H 0.25
64 H 0.21
65 H 0.43
66 H 0.24
67 H 0.22